Record 1
{"formula": "C22H15BrCoN3O2", "method": "ωB97M-V with the def2-TZVPD basis set", "e_above_lowest_kcal_mol": 0.0, "charge": 2, "gap_ha": 0.2134, "largest_force_ev_per_a": 0.688, "spin_multiplicity": 1, "elements": ["Co", "C", "C", "C", "C", "N", "C", "C", "C", "C", "C", "C", "N", "C", "C", "C", "C", "C", "N", "H", "H", "H", "H", "H", "H", "H", "H", "H", "H", "H", "Br", "C", "C", "C", "C", "C", "C", "C", "O", "O", "H", "H", "H", "H"], "xyz": [[-0.795, 0.129, 0.549], [-1.872, -3.812, 1.543], [-2.747, -4.104, 0.513], [-3.024, -3.137, -0.452], [-2.413, -1.910, -0.354], [-1.546, -1.636, 0.661], [-1.278, -2.559, 1.581], [-2.630, -0.761, -1.273], [-3.414, -0.680, -2.409], [-3.450, 0.535, -3.090], [-2.729, 1.641, -2.645], [-1.966, 1.498, -1.500], [-1.952, 0.318, -0.878], [-1.136, 2.507, -0.790], [-1.015, 3.828, -1.153], [-0.246, 4.675, -0.357], [0.370, 4.175, 0.776], [0.220, 2.830, 1.081], [-0.511, 2.021, 0.318], [-1.641, -4.537, 2.310], [-3.219, -5.075, 0.455], [-3.710, -3.347, -1.261], [-0.572, -2.279, 2.352], [-3.982, -1.528, -2.763], [-4.055, 0.623, -3.983], [-2.770, 2.578, -3.181], [-1.511, 4.204, -2.036], [-0.138, 5.717, -0.624], [0.964, 4.806, 1.421], [0.692, 2.381, 1.945], [7.393, -1.164, 1.192], [5.544, -0.906, 1.069], [4.809, -0.679, 2.230], [3.446, -0.490, 2.139], [2.825, -0.525, 0.885], [3.572, -0.756, -0.275], [4.933, -0.947, -0.183], [1.403, -0.325, 0.800], [0.750, -0.313, -0.323], [0.625, -0.113, 1.796], [5.307, -0.654, 3.188], [2.859, -0.318, 3.031], [3.082, -0.785, -1.240], [5.527, -1.128, -1.067]], "forces_ev_per_a": [[0.246, 0.120, 0.632], [-0.017, 0.018, -0.037], [0.018, 0.020, 0.015], [-0.012, -0.031, 0.001], [-0.021, 0.091, -0.023], [0.008, -0.009, -0.409], [0.006, -0.077, 0.025], [-0.003, -0.123, 0.053], [0.008, 0.049, -0.010], [0.033, 0.007, 0.045], [-0.029, -0.065, -0.012], [0.029, 0.126, 0.027], [0.089, 0.010, 0.156], [-0.053, -0.042, 0.003], [0.017, 0.025, 0.003], [0.010, -0.024, 0.021], [-0.031, -0.022, -0.039], [0.063, 0.046, 0.019], [-0.212, -0.062, -0.439], [0.005, 0.002, 0.001], [-0.002, 0.001, 0.000], [-0.001, 0.002, 0.002], [-0.009, -0.003, 0.002], [-0.001, 0.004, -0.007], [0.001, -0.002, -0.002], [-0.007, -0.001, -0.003], [-0.005, 0.000, 0.004], [-0.005, 0.001, 0.001], [0.005, -0.002, -0.001], [-0.005, 0.008, 0.000], [-0.031, 0.004, 0.000], [0.026, -0.003, -0.005], [0.004, 0.002, 0.005], [-0.001, -0.013, 0.001], [-0.029, -0.054, 0.021], [-0.006, 0.011, -0.011], [0.004, 0.000, 0.004], [0.054, -0.068, -0.101], [-0.008, -0.020, 0.062], [-0.141, 0.071, 0.000], [-0.001, -0.001, 0.000], [0.003, 0.004, 0.001], [0.002, -0.002, -0.001], [0.000, 0.002, -0.001]], "nbo_charge": [1.27, -0.21, -0.09, -0.19, 0.16, -0.47, 0.10, 0.21, -0.19, -0.09, -0.21, 0.28, -0.46, 0.14, -0.19, -0.09, -0.21, 0.10, -0.47, 0.26, 0.26, 0.25, 0.24, 0.26, 0.26, 0.26, 0.25, 0.26, 0.26, 0.24, 0.17, -0.03, -0.23, -0.14, -0.19, -0.14, -0.24, 0.77, -0.52, -0.65, 0.25, 0.24, 0.24, 0.25]}

Record 2
{"formula": "S2", "method": "ωB97M-V with the def2-TZVPD basis set", "e_above_lowest_kcal_mol": 0.0, "gap_ha": 0.2117, "largest_force_ev_per_a": 0.051, "spin_multiplicity": 1, "elements": ["S", "S"], "xyz": [[0.275, 0.206, 0.877], [-0.275, -0.206, -0.877]], "forces_ev_per_a": [[-0.015, -0.011, -0.047], [0.015, 0.011, 0.047]], "nbo_charge": [0.00, 0.00]}

Record 3
{"formula": "C20H58N2O14", "method": "ωB97M-V with the def2-TZVPD basis set", "e_above_lowest_kcal_mol": 31.4, "gap_ha": 0.3333, "largest_force_ev_per_a": 3.282, "spin_multiplicity": 1, "smiles": "COC[C@H](C)N.COC[C@H](C)N.OCCO.OCCO.OCCO.OCCO.OCCO.OCCO", "elements": ["C", "C", "C", "O", "C", "N", "H", "H", "H", "H", "H", "H", "H", "H", "H", "H", "H", "C", "C", "C", "O", "C", "N", "H", "H", "H", "H", "H", "H", "H", "H", "H", "H", "H", "C", "C", "O", "O", "H", "H", "H", "H", "H", "H", "C", "C", "O", "O", "H", "H", "H", "H", "H", "H", "C", "C", "O", "O", "H", "H", "H", "H", "H", "H", "C", "C", "O", "O", "H", "H", "H", "H", "H", "H", "C", "C", "O", "O", "H", "H", "H", "H", "H", "H", "C", "C", "O", "O", "H", "H", "H", "H", "H", "H"], "xyz": [[8.164, 2.546, 4.035], [7.190, 3.450, 3.277], [5.912, 2.724, 2.794], [6.236, 1.673, 1.940], [5.148, 0.839, 1.637], [6.781, 4.462, 4.235], [9.071, 3.086, 4.138], [8.341, 1.607, 3.533], [7.696, 2.341, 4.994], [7.606, 3.960, 2.466], [5.316, 3.503, 2.154], [5.276, 2.452, 3.601], [4.433, 0.772, 2.415], [5.472, -0.147, 1.315], [4.580, 1.312, 0.771], [6.578, 4.057, 5.169], [5.990, 5.053, 3.926], [-0.595, 1.401, -2.916], [-1.754, 2.180, -2.250], [-2.956, 2.266, -3.280], [-4.219, 2.389, -2.602], [-5.184, 2.836, -3.531], [-2.138, 1.549, -0.982], [-0.985, 0.395, -3.104], [0.243, 1.242, -2.246], [-0.209, 1.862, -3.866], [-1.420, 3.207, -2.056], [-2.875, 1.320, -3.792], [-2.793, 3.038, -4.032], [-6.224, 2.803, -3.081], [-5.170, 2.179, -4.442], [-4.938, 3.844, -3.883], [-2.756, 2.141, -0.523], [-2.526, 0.647, -1.188], [-6.954, -0.891, -1.764], [-6.227, -0.198, -0.620], [-6.833, -0.757, 0.524], [-7.072, -2.290, -1.621], [-6.543, -0.611, -2.729], [-7.924, -0.472, -1.731], [-6.376, 0.845, -0.643], [-5.120, -0.394, -0.612], [-6.570, -0.263, 1.296], [-7.433, -2.454, -0.756], [0.583, -2.178, 4.512], [1.058, -2.532, 3.081], [1.557, -1.331, 2.448], [-0.015, -3.302, 5.080], [-0.182, -1.344, 4.441], [1.398, -1.821, 5.166], [0.208, -2.976, 2.518], [1.906, -3.235, 3.190], [1.598, -1.571, 1.487], [-0.744, -3.563, 4.556], [0.378, 2.592, 3.379], [-0.335, 1.607, 2.431], [-0.915, 2.397, 1.400], [-0.509, 3.439, 4.047], [1.076, 3.185, 2.773], [0.933, 2.085, 4.143], [-1.244, 1.210, 2.931], [0.333, 0.817, 2.070], [-1.084, 1.835, 0.572], [-1.198, 3.720, 3.430], [-2.455, -4.964, -1.253], [-3.805, -4.547, -0.795], [-4.704, -4.432, -1.870], [-2.022, -4.125, -2.304], [-2.513, -5.965, -1.645], [-1.804, -4.939, -0.402], [-3.791, -3.633, -0.158], [-4.090, -5.346, -0.099], [-5.409, -3.776, -1.664], [-2.595, -4.424, -3.000], [2.949, -0.317, -4.183], [4.130, -0.679, -3.291], [3.788, -0.812, -1.909], [2.067, -1.423, -4.356], [3.253, -0.013, -5.165], [2.478, 0.554, -3.727], [4.762, 0.199, -3.367], [4.727, -1.526, -3.586], [3.583, -1.700, -1.701], [1.385, -1.054, -4.870], [-0.746, -1.386, -0.763], [0.524, -2.106, -1.279], [1.610, -1.909, -0.352], [-1.832, -1.505, -1.689], [-0.558, -0.359, -0.450], [-1.082, -1.915, 0.119], [0.859, -1.789, -2.268], [0.310, -3.177, -1.318], [2.014, -1.059, -0.424], [-2.073, -2.413, -1.855]], "forces_ev_per_a": [[-1.116, -0.010, -0.886], [-1.964, -1.185, 1.843], [0.325, 2.181, -2.432], [0.467, -1.015, 0.468], [-0.478, 1.120, -2.383], [-0.560, 0.964, 1.005], [0.958, 0.325, 0.452], [0.065, -0.203, -0.230], [0.234, -0.149, 0.290], [1.003, 0.503, -1.425], [0.655, -0.938, 1.141], [-0.461, -0.570, 0.979], [-0.550, -0.263, 1.186], [0.229, 0.051, 0.129], [0.462, -0.622, 0.684], [0.004, 0.451, -1.105], [0.683, -0.661, 0.269], [-0.461, -0.003, -0.381], [-0.073, 0.746, -0.791], [0.824, -0.629, 1.521], [0.725, 0.269, -0.622], [-0.937, -0.648, -0.503], [2.102, -0.427, -1.545], [0.137, 0.008, -0.350], [0.155, 0.363, 0.242], [-0.555, -0.348, 0.853], [-0.077, -0.205, 0.294], [-0.630, -0.599, -0.495], [-0.081, 0.380, 0.154], [1.359, 0.096, -0.366], [-0.195, 0.387, 0.672], [-0.218, 0.094, 0.142], [-1.681, 0.896, 0.944], [-0.469, -0.465, 0.163], [0.451, 0.620, 0.205], [1.334, -1.932, -0.193], [-0.275, -0.241, 0.488], [0.953, -0.222, -0.760], [0.326, -0.413, -0.128], [-1.382, 0.475, -0.127], [-0.205, 1.400, -0.332], [-0.804, 0.043, -0.135], [0.092, 0.122, 0.372], [-0.255, 0.005, 0.644], [-0.760, 1.295, -1.193], [0.845, 0.964, 0.796], [-0.559, -1.079, -0.717], [1.115, -0.339, 1.560], [0.870, -0.560, 0.007], [-0.289, -0.372, -0.386], [0.485, 0.152, 0.201], [-0.601, -0.091, -0.267], [0.001, 0.317, 0.847], [-1.163, -0.367, -0.815], [-0.051, -0.478, -1.156], [-0.929, 0.739, 0.694], [0.251, -0.612, -1.864], [-0.815, 0.433, 0.285], [0.063, -0.123, -0.036], [0.351, -0.479, 0.366], [0.889, -0.537, 0.400], [-0.096, 0.122, 0.105], [0.117, 1.019, 1.271], [0.234, -0.029, -0.032], [-0.470, 0.269, -0.408], [-0.973, 0.227, 1.645], [-0.433, 0.446, -0.012], [0.837, -0.028, 0.312], [0.092, -0.678, 0.040], [0.731, 0.092, 0.253], [0.210, -0.235, -0.655], [-0.430, -0.058, 0.053], [0.566, -0.478, -0.240], [-0.352, 0.378, -1.003], [0.347, -0.828, 0.670], [-0.348, 0.727, 0.261], [0.193, 1.683, -0.559], [1.135, -0.171, 1.207], [0.765, 0.294, -0.568], [-0.378, -0.042, 0.234], [0.414, 0.157, 0.200], [-0.067, -0.443, -0.514], [-0.382, -1.553, 0.131], [-1.715, 0.185, -1.039], [-0.164, -1.572, -0.489], [-0.076, 0.759, 0.424], [-0.496, -1.531, 0.527], [0.470, 2.332, 0.099], [-0.144, 0.090, -0.560], [0.269, -0.116, 0.737], [-0.330, 0.129, -0.060], [0.246, 0.087, 0.038], [0.232, 1.113, -0.674], [0.182, -0.958, -0.070]], "mulliken_charge": [-1.30, 0.33, -0.68, -0.34, -0.67, -0.69, 0.36, 0.31, 0.34, 0.34, 0.26, 0.38, 0.33, 0.26, 0.28, 0.25, 0.25, -1.38, 0.46, -0.90, -0.23, -0.86, -0.36, 0.20, 0.32, 0.37, 0.39, 0.38, 0.48, 0.21, 0.36, 0.34, 0.43, -0.21, -0.59, 0.08, -0.60, -0.55, 0.34, 0.38, 0.37, -0.06, 0.30, 0.32, -0.32, -0.08, -0.40, -0.53, 0.18, 0.28, 0.12, 0.22, 0.31, 0.30, -0.56, 0.36, -0.61, -0.57, 0.28, 0.34, 0.14, 0.02, 0.32, 0.33, -0.63, -0.20, -0.54, -0.56, 0.40, 0.35, 0.26, 0.33, 0.31, 0.27, -0.19, -0.73, -0.40, -0.53, 0.50, 0.11, 0.30, 0.37, 0.25, 0.29, 0.47, -0.10, -0.69, -0.72, -0.12, 0.22, 0.02, 0.17, 0.32, 0.35]}

Q: What is the formula in the second record?
A: S2